A molecular structure, C35H44GeMoN9 in a non-equilibrium geometry. Source: the OMol25 dataset; level of theory: ωB97M-V with the def2-TZVPD basis set.

Geometry as ORCA input:
```
! RIJCOSX wB97M-V def2-TZVPD def2/J DEFGRID3
* xyz 1 3
Mo -0.0911 0.1288 0.0894
C -2.7973 1.3723 -1.9768
N -1.7074 1.0416 -2.8793
C -1.7708 1.5807 -4.2298
C -1.2823 0.4275 -5.1223
N -0.9838 -0.6564 -4.1886
C -1.3790 -1.9987 -4.5921
C -1.1075 -0.1884 -2.8938
N -0.5793 -0.7501 -1.8369
C 0.1332 -2.0120 -2.0506
C 1.3300 -2.0892 -1.1103
N 0.8517 -1.8440 0.2423
C 1.0994 -2.6000 1.2735
N 0.4390 -2.3687 2.4751
C -1.0165 -2.3119 2.4798
C 1.0532 -3.1552 3.5422
C 2.0820 -4.0348 2.8268
N 1.9901 -3.6099 1.4354
C 2.8088 -4.2891 0.4495
H -3.7608 1.1624 -2.4581
H -2.7541 2.4273 -1.7105
H -2.7060 0.7931 -1.0645
H -1.1130 2.4483 -4.3049
H -2.7877 1.8921 -4.4768
H -0.3813 0.7025 -5.6719
H -2.0399 0.1143 -5.8427
H -2.3067 -1.9561 -5.1688
H -1.5599 -2.6340 -3.7297
H -0.6106 -2.4594 -5.2154
H 0.4944 -2.0933 -3.0779
H -0.5238 -2.8609 -1.8297
H 2.0422 -1.3072 -1.3943
H 1.8070 -3.0555 -1.2500
H -1.3646 -1.6839 1.6583
H -1.3511 -1.8681 3.4163
H -1.4618 -3.3091 2.3822
H 0.3054 -3.7494 4.0681
H 1.5260 -2.4846 4.2622
H 1.8571 -5.0996 2.9206
H 3.0904 -3.8629 3.2073
H 3.3140 -5.1115 0.9502
H 3.5679 -3.6362 0.0160
H 2.2010 -4.7186 -0.3466
N -0.8032 1.4555 5.2326
C 0.1009 1.1451 4.2605
C -0.2911 0.9683 2.9291
N 0.5685 0.5807 1.9841
C 1.8497 0.4376 2.3692
C 2.2257 0.6381 3.6805
N 1.3649 0.9529 4.6392
H -1.6834 1.8634 4.9713
H -0.4215 1.7311 6.1222
H -1.3064 1.1559 2.6025
H 2.5667 0.1696 1.6047
H 3.2605 0.5324 3.9819
C -0.2921 1.9567 -0.1652
Ge 0.6770 3.5710 -0.5877
C -0.2204 5.2899 -0.8995
C 0.5223 6.3691 -1.3743
C -0.0741 7.6059 -1.5657
C -1.4202 7.7819 -1.2752
C -2.1662 6.7157 -0.7945
C -1.5694 5.4762 -0.6117
C 1.5244 2.9460 -2.2627
C 2.1763 1.7135 -2.2826
C 2.6387 1.1673 -3.4698
C 2.4561 1.8528 -4.6646
C 1.8076 3.0779 -4.6618
C 1.3452 3.6190 -3.4676
C 1.9879 3.7979 0.8731
C 3.3643 3.6982 0.6910
C 4.2363 3.9083 1.7517
C 3.7395 4.2151 3.0096
C 2.3677 4.3009 3.2075
C 1.5011 4.0930 2.1460
H 1.5780 6.2424 -1.5917
H 0.5105 8.4387 -1.9355
H -1.8882 8.7468 -1.4188
H -3.2136 6.8536 -0.5569
H -2.1578 4.6451 -0.2367
H 2.3206 1.1879 -1.3401
H 3.1464 0.2092 -3.4734
H 2.8218 1.4334 -5.5932
H 1.6561 3.6141 -5.5905
H 0.8312 4.5739 -3.4744
H 3.7591 3.4723 -0.2944
H 5.3063 3.8416 1.5966
H 4.4163 4.3928 3.8356
H 1.9799 4.5313 4.1925
H 0.4289 4.1804 2.2985
*
```

Calculated values
lowest unoccupied orbital energy (spin up / spin down)	-2.2 / -2.4	eV
largest force on an atom	0.074	Eh/bohr
HOMO-LUMO gap (spin up / spin down)	7.486 / 7.416	eV

A molecular structure, C35H44GeN4ReS2. Source: the OMol25 dataset; level of theory: ωB97M-V with the def2-TZVPD basis set.

Geometry as ORCA input:
```
! RIJCOSX wB97M-V def2-TZVPD def2/J DEFGRID3
* xyz 3 1
Re -1.1242 -1.5439 -0.5424
C -1.9899 -2.1282 1.4297
C -3.1491 -2.1739 0.5742
C -3.0075 -3.2648 -0.3436
C -1.7792 -3.9110 -0.0535
C -1.1266 -3.2036 1.0243
C 0.0655 -3.7176 1.7632
C -1.2805 -5.1693 -0.6617
C -4.0264 -3.6950 -1.3358
C -4.3678 -1.3436 0.7693
C -1.8962 -1.3319 2.6877
H 0.4616 -2.9870 2.4619
H 0.8687 -4.0217 1.0921
H -0.2426 -4.6014 2.3285
H -1.6910 -6.0078 -0.0907
H -0.1966 -5.2436 -0.6106
H -1.6019 -5.2905 -1.6946
H -4.7880 -4.2920 -0.8273
H -3.5961 -4.3088 -2.1245
H -4.5341 -2.8449 -1.7892
H -4.9664 -1.8102 1.5571
H -4.9811 -1.2911 -0.1273
H -4.1259 -0.3345 1.0977
H -2.5778 -1.7567 3.4255
H -2.1701 -0.2884 2.5387
H -0.8914 -1.3677 3.0998
C 3.7125 -0.6621 -2.2313
N 2.3798 -1.1500 -1.8915
C 1.7240 -2.0558 -2.5676
N 2.1922 -2.5720 -3.6951
S 0.1993 -2.7809 -2.0283
H 4.0717 -0.0758 -1.3897
H 3.6766 -0.0307 -3.1196
H 4.3906 -1.5029 -2.3780
H 1.9248 -0.7585 -1.0765
H 3.0846 -2.2926 -4.0764
H 1.6873 -3.2962 -4.1821
S -2.6760 -0.3655 -1.8179
C -2.3786 1.3486 -2.1489
N -1.7788 2.1731 -1.3203
C -1.6456 3.6087 -1.6109
C -1.6503 3.8267 -3.1145
C -2.8552 3.1518 -3.7427
N -2.8980 1.7562 -3.2911
H -1.4371 1.8123 -0.4344
H -0.7105 3.9348 -1.1695
H -2.4664 4.1374 -1.1199
H -0.7286 3.4339 -3.5490
H -1.6858 4.8941 -3.3249
H -2.7874 3.1351 -4.8300
H -3.7920 3.6382 -3.4622
H -3.3721 1.0775 -3.8705
C -0.0813 -0.3268 0.1273
Ge 1.1764 0.9369 1.1084
C 1.8874 1.9569 -0.3867
C 3.0044 2.7551 -0.1331
C 3.5513 3.5422 -1.1332
C 2.9879 3.5442 -2.4008
C 1.8774 2.7569 -2.6655
C 1.3318 1.9684 -1.6631
C 2.4297 -0.2462 1.9992
C 2.6310 -1.5750 1.6369
C 3.5984 -2.3457 2.2632
C 4.3775 -1.7893 3.2674
C 4.1789 -0.4732 3.6487
C 3.2089 0.2934 3.0227
C 0.1936 2.0796 2.3271
C -0.2808 1.5914 3.5460
C -0.9100 2.4348 4.4453
C -1.0528 3.7819 4.1476
C -0.5446 4.2901 2.9632
C 0.0804 3.4419 2.0606
H 3.4571 2.7715 0.8506
H 4.4149 4.1550 -0.9235
H 3.4130 4.1602 -3.1780
H 1.4391 2.7597 -3.6532
H 0.4531 1.3627 -1.8899
H 2.0017 -2.0436 0.8896
H 3.7409 -3.3792 1.9825
H 5.1322 -2.3859 3.7594
H 4.7784 -0.0437 4.4381
H 3.0587 1.3161 3.3452
H -0.1322 0.5545 3.8127
H -1.2719 2.0505 5.3873
H -1.5308 4.4419 4.8570
H -0.6080 5.3490 2.7591
H 0.5420 3.8576 1.1764
*
```

Calculated values
lowest unoccupied orbital energy	-10.2	eV
largest force on an atom	0.017	Eh/bohr
HOMO-LUMO gap	5.946	eV

A molecular structure, C35H44N11O4STl. Source: the OMol25 dataset; level of theory: ωB97M-V with the def2-TZVPD basis set.

Geometry as ORCA input:
```
! RIJCOSX wB97M-V def2-TZVPD def2/J DEFGRID3
* xyz 2 1
Tl -0.6432 -0.0404 -0.7221
C -1.4994 3.3027 -5.0424
C -1.2980 2.2080 -4.0295
N -2.1688 1.8725 -3.1502
N -3.3467 2.6117 -3.2204
C -4.2364 2.6752 -2.2626
N -5.3315 3.3948 -2.4034
S -5.4003 0.2325 -0.8505
C -0.0015 1.4734 -4.0211
C 1.1660 2.1416 -4.3644
C 2.3691 1.4534 -4.3254
C 2.3569 0.1199 -3.9696
C 1.1394 -0.4635 -3.6435
N -0.0197 0.1881 -3.6528
H -2.3273 3.0533 -5.7143
H -1.7083 4.2628 -4.5649
H -0.6298 3.4239 -5.6776
H -3.5421 3.1242 -4.0754
H -5.5423 3.9181 -3.2396
H -6.0325 3.3462 -1.6781
H 1.1573 3.1890 -4.6300
H 3.2940 1.9557 -4.5740
H 3.2646 -0.4646 -3.9335
H 1.1012 -1.5064 -3.3483
O 1.1735 4.3515 0.4476
C 0.3794 3.5053 -0.2043
O 0.7263 2.8143 -1.1257
C -1.0230 3.5052 0.3476
C -1.3503 4.0766 1.5719
C -2.6584 3.9683 2.0181
C -3.5894 3.2922 1.2413
C -3.1520 2.7749 0.0309
N -1.9129 2.8832 -0.4159
C -4.0811 1.9944 -0.8747
O -5.3780 1.8499 -0.3120
O -3.7563 0.6196 -1.0129
H 2.0761 4.2419 0.1050
H -0.5966 4.5881 2.1526
H -2.9507 4.3986 2.9663
H -4.6111 3.1645 1.5686
C 2.6360 -3.9354 1.2771
N 1.6716 -4.3183 0.2675
C 1.8480 -5.6600 -0.2671
C 0.7503 -3.4432 -0.2294
N 0.8846 -2.1500 -0.2852
C 2.1571 -1.5400 -0.3332
C 3.0865 -2.0161 -1.2303
C 4.3213 -1.3832 -1.4391
C 4.6110 -0.2324 -0.7714
C 3.6897 0.3103 0.1563
C 4.0422 1.5026 0.8385
C 3.2024 2.0479 1.7609
C 1.9802 1.4159 2.0468
C 1.6052 0.2384 1.4404
N 0.3580 -0.3282 1.7693
C -0.0056 -0.4888 3.0081
N -1.3488 -0.5795 3.2949
C -2.3045 -0.1411 2.3073
C -1.8487 -1.5989 4.2089
N 0.8194 -0.6076 4.0926
C 0.4558 -0.0666 5.3945
C 2.2044 -1.0235 3.9891
C 2.4474 -0.3413 0.4188
N -0.4147 -4.0299 -0.6840
C -1.3101 -3.2593 -1.5156
C -1.1155 -4.9652 0.1897
H 2.7042 -4.7350 2.0173
H 2.3034 -3.0304 1.7750
H 3.6301 -3.7588 0.8579
H 2.8912 -5.7891 -0.5656
H 1.2138 -5.8061 -1.1361
H 1.6154 -6.4244 0.4784
H 2.8425 -2.9072 -1.7977
H 5.0293 -1.8082 -2.1393
H 5.5509 0.2813 -0.9268
H 5.0003 1.9567 0.6196
H 3.4759 2.9515 2.2922
H 1.3169 1.8421 2.7919
H -1.9687 0.7887 1.8483
H -3.2612 0.0383 2.8008
H -2.4674 -0.8875 1.5163
H -1.0216 -2.0992 4.7026
H -2.4189 -2.3498 3.6539
H -2.5010 -1.1638 4.9681
H -0.5094 0.4283 5.3436
H 1.2076 0.6652 5.7016
H 0.4135 -0.8486 6.1558
H 2.3744 -1.5391 3.0506
H 2.4248 -1.7096 4.8088
H 2.8938 -0.1771 4.0460
H -0.7507 -2.6498 -2.2216
H -1.9695 -2.6073 -0.9221
H -1.9440 -3.9445 -2.0788
H -0.4193 -5.5114 0.8162
H -1.6754 -5.6811 -0.4114
H -1.8203 -4.4314 0.8387
*
```

Calculated values
lowest unoccupied orbital energy	-5.9	eV
largest force on an atom	0.002	Eh/bohr
HOMO-LUMO gap	5.617	eV

A molecular structure, C35H45As3N3NiOS3. Source: the OMol25 dataset; level of theory: ωB97M-V with the def2-TZVPD basis set.

Geometry as ORCA input:
```
! RIJCOSX wB97M-V def2-TZVPD def2/J DEFGRID3
* xyz 1 1
Ni -0.2112 -0.1081 -0.2664
C -1.0940 3.0135 -1.7815
As -0.8947 1.1370 -2.1873
C -2.4472 0.8724 -3.3271
C 0.4996 1.3097 -3.5510
C 1.1272 0.0533 -4.1928
C 1.8510 0.5511 -5.4535
C 2.1873 -0.5284 -3.2579
As 1.7191 -0.9154 -1.4016
C 3.4583 -0.5862 -0.6147
C 1.6940 -2.8533 -1.2996
C 0.0159 -0.9537 -4.5385
As 0.1321 -2.5541 -5.7335
C 1.8824 -2.5074 -6.6140
C 0.6317 -3.9278 -4.4280
H -1.1588 3.5705 -2.7166
H -0.2380 3.3447 -1.1989
H -1.9912 3.1728 -1.1859
H -2.3032 1.5131 -4.1975
H -3.3379 1.1835 -2.7939
H -2.5571 -0.1577 -3.6547
H 1.2803 1.9212 -3.0862
H 0.0476 1.9224 -4.3360
H 2.3781 1.4828 -5.2391
H 1.1393 0.7481 -6.2579
H 2.5846 -0.1648 -5.8129
H 3.0058 0.1924 -3.1734
H 2.6092 -1.4498 -3.6672
H 4.2014 -1.0804 -1.2410
H 3.5003 -0.9874 0.3950
H 3.6598 0.4830 -0.5787
H 2.5361 -3.2729 -1.8483
H 0.7621 -3.2438 -1.7015
H 1.7784 -3.1408 -0.2516
H -0.7867 -0.3869 -5.0133
H -0.4156 -1.3632 -3.6128
H 1.9358 -1.7102 -7.3505
H 1.9661 -3.4591 -7.1396
H 2.7115 -2.4253 -5.9121
H -0.1598 -4.0515 -3.6886
H 1.5734 -3.7041 -3.9296
H 0.7385 -4.8695 -4.9658
C 3.4402 0.5118 3.7504
C 3.0741 -0.8241 3.8850
C 2.0939 -1.3610 3.0710
C 1.4929 -0.5495 2.1160
C 1.8546 0.7818 1.9670
C 2.8310 1.3115 2.7945
N 0.4620 -1.0540 1.2503
N -0.0270 -2.1504 1.5750
C -1.0544 -2.6392 0.7145
C -1.5688 -3.8827 1.0178
C -2.5653 -4.3900 0.1939
C -2.9992 -3.6248 -0.8720
C -2.4238 -2.3752 -1.0825
N -1.4641 -1.8893 -0.3072
H 4.2010 0.9287 4.3963
H 3.5516 -1.4455 4.6298
H 1.7925 -2.3948 3.1670
H 1.3290 1.4009 1.2524
H 3.1032 2.3541 2.7025
H -1.1905 -4.4204 1.8751
H -2.9967 -5.3620 0.3893
H -3.7797 -3.9751 -1.5324
H -2.7523 -1.7396 -1.8953
O -0.8706 1.1482 0.9961
C -2.0192 1.4151 1.7436
C -1.7746 1.1356 3.2329
C -1.2042 0.0434 3.8159
C -1.2227 0.0869 5.2375
C -1.8202 1.2154 5.7073
S -2.3490 2.2214 4.4352
C -2.3102 2.9027 1.6085
C -3.4890 3.5799 1.5368
C -3.3160 4.9963 1.5218
C -2.0074 5.3540 1.5978
S -0.9789 3.9885 1.6878
C -3.2291 0.5877 1.3290
C -3.8156 -0.4615 1.9718
C -4.9100 -1.0276 1.2528
C -5.1481 -0.3853 0.0794
S -4.0410 0.9008 -0.1522
H -0.8151 -0.7941 3.2596
H -0.8097 -0.6824 5.8735
H -1.9649 1.5154 6.7319
H -4.4529 3.0923 1.5159
H -4.1293 5.7040 1.4637
H -1.5928 6.3487 1.6033
H -3.4898 -0.8111 2.9402
H -5.5075 -1.8509 1.6163
H -5.9305 -0.5702 -0.6388
*
```

Calculated values
lowest unoccupied orbital energy	-3.9	eV
largest force on an atom	0.013	Eh/bohr
HOMO-LUMO gap	6.374	eV

Q: Look up the largest force on an atom of the second one.
A: 0.017 Eh/bohr